1.
# C4H12O3

4 unconnected molecules or ions with the total composition C4H12O3 (ωB97M-V with the def2-TZVPD basis set, OMol25).

XYZ file:
```
19
Properties=species:S:1:pos:R:3:forces:R:3:nbo_charge:R:1
C 1.99809 -0.79318 0.19508 4.3 -1.7 2.6 0.27
C 0.92507 0.04536 -0.27578 -1.7 0.8 -0.9 0.38
C 1.36872 1.04972 -1.22313 1.8 0.1 0.4 -0.74
C -0.49930 -0.09421 0.12908 2.2 1.6 -0.6 -0.74
O 3.24988 -0.52768 0.13076 -5.1 -0.7 -0.2 -0.41
H 1.63059 -1.68021 0.82772 0.8 0.8 -1.0 0.17
H 3.95570 -3.38176 0.33850 0.3 0.4 0.4 -0.01
H 1.35918 0.67179 -2.25593 0.4 -0.4 0.1 0.30
H 2.42885 1.34562 -0.91550 -1.3 -0.4 -0.8 0.28
H 0.72593 1.87242 -1.27576 -1.1 1.3 0.1 0.26
H -0.99598 -0.77514 -0.56508 -0.3 -0.1 -0.4 0.33
H -0.98195 0.89228 0.09311 -0.1 -0.5 -0.5 0.31
H -0.70110 -0.47177 1.09242 -0.1 -1.0 1.5 0.30
H -3.79183 -0.44072 2.31841 0.7 0.3 -1.4 0.44
H 4.32509 -2.85750 0.74631 -0.3 -0.5 -0.4 0.01
O -3.29220 -0.22924 1.48656 0.1 -0.6 1.4 -1.13
H -3.16318 1.86483 -0.49560 -0.2 -1.1 0.3 0.46
H -3.18508 0.31838 0.04053 -0.5 0.9 0.5 0.52
O -3.00290 0.93137 -0.72990 0.2 0.6 -1.0 -1.03
```
Positions in Å, forces in eV/Å.

Calculated values
Energy = -10477.8564 eV
Maximum force = 5.328 eV/A
Energy above the lowest of the compared OMol25 structures with the same formula, charge and spin = 167.9 kcal/mol
E_LUMO = -4.3934 eV
HOMO-LUMO gap = 3.244 eV

=====

2.
# C4H12O3

3 unconnected molecules or ions with the total composition C4H12O3 (ωB97M-V with the def2-TZVPD basis set, OMol25).

XYZ file:
```
19
Properties=species:S:1:pos:R:3:forces:R:3:nbo_charge:R:1
C -1.46251 -1.81584 1.00601 -0.2 0.2 -0.4 -0.65
C -0.50234 -0.78572 0.50338 -0.4 -0.1 0.1 -0.16
C -0.75455 0.05856 -0.50037 0.3 0.8 1.5 -0.27
C 0.32306 0.98967 -0.99211 -0.9 -0.1 -0.4 -0.10
O 0.07573 2.35085 -0.67304 -0.5 0.4 0.0 -0.72
H -1.01928 -2.80427 0.94213 0.2 -0.2 0.1 0.23
H -1.74722 -1.64986 2.03334 0.0 0.1 0.4 0.22
H -2.36038 -1.83474 0.38951 -0.1 0.0 0.0 0.21
H 0.43125 -0.71352 1.05226 0.4 -0.3 -0.5 0.22
H -1.79429 0.33141 -0.69897 0.1 -0.6 -0.8 0.20
H 0.36328 0.86589 -2.07978 0.5 0.1 0.0 0.17
H 1.26378 0.73436 -0.53128 0.3 -0.1 -0.1 0.20
H -0.75909 2.61302 -1.09350 0.4 0.0 0.2 0.46
O 1.19934 -2.09462 -1.94768 -0.7 -0.2 -0.6 -0.94
H 0.31777 -1.83240 -1.63574 0.4 0.1 0.3 0.47
H 0.98616 -2.45305 -2.82684 0.4 0.1 0.4 0.46
O 0.86634 1.24340 2.68473 0.3 -0.1 0.3 -0.95
H 1.20418 2.14014 2.57521 -0.3 -0.1 -0.2 0.48
H 0.03525 1.18199 2.20968 -0.1 0.3 -0.2 0.48
```
Positions in Å, forces in eV/Å.

Calculated values
Energy = -10483.9925 eV
Maximum force = 1.739 eV/A
Energy above the lowest of the compared OMol25 structures with the same formula, charge and spin = 26.4 kcal/mol
E_LUMO = 0.6989 eV
HOMO-LUMO gap = 10.410 eV

=====

3.
# C4H12O3

4 unconnected molecules or ions with the total composition C4H12O3 (ωB97M-V with the def2-TZVPD basis set, OMol25).

XYZ file:
```
19
Properties=species:S:1:pos:R:3:forces:R:3:nbo_charge:R:1
C -0.64416 -2.63339 -2.26661 1.1 0.3 -0.6 -0.38
C 0.04551 -1.49028 -2.09440 -0.8 0.2 -1.0 -0.22
C -0.42871 -0.30175 -1.40103 0.3 1.1 2.3 -0.24
C 0.36887 0.57779 -0.77216 1.2 0.2 -1.2 -0.37
H -1.22147 -3.13616 -1.51328 -1.1 0.5 0.0 0.20
H -0.51392 -3.12961 -3.22772 0.6 -0.7 0.6 0.20
H 0.93802 -1.31348 -2.69354 -0.3 0.0 -0.4 0.20
H -1.47700 -0.02330 -1.36030 -0.3 -0.9 0.1 0.21
H 0.11928 1.44627 -0.17438 -0.8 0.0 -0.3 0.20
H 1.43121 0.62663 -1.03231 0.0 -0.7 0.5 0.19
O 2.58908 4.23811 -0.45218 -0.3 0.3 -0.3 -0.93
H 3.52926 4.36662 -0.36591 0.6 -0.2 0.3 0.47
H 2.35883 4.93939 -1.07358 -0.3 -0.1 0.1 0.47
O 0.56229 -0.60800 2.61695 -0.9 0.6 -0.6 -0.92
H -0.16808 -0.96863 2.10384 0.1 -1.1 0.0 0.45
H 0.39280 0.28783 2.29573 0.8 0.5 0.5 0.46
O -2.99263 -0.84630 3.75754 -0.6 0.3 -0.6 -0.93
H -2.60695 -1.21995 4.53480 0.4 -0.4 0.8 0.47
H -2.28222 -0.81179 3.11854 0.2 0.0 -0.1 0.46
```
Positions in Å, forces in eV/Å.

Calculated values
Energy = -10482.4320 eV
Maximum force = 2.563 eV/A
Energy above the lowest of the compared OMol25 structures with the same formula, charge and spin = 62.4 kcal/mol
E_LUMO = 0.4951 eV
HOMO-LUMO gap = 9.282 eV

=====

4.
# C4H12O3

3 unconnected molecules or ions with the total composition C4H12O3 (ωB97M-V with the def2-TZVPD basis set, OMol25).

XYZ file:
```
19
Properties=species:S:1:pos:R:3:forces:R:3:nbo_charge:R:1
C -0.41644 2.11998 -0.49973 -1.6 1.5 -2.6 -0.66
C -1.20038 0.90608 -0.81599 1.7 -2.0 2.1 -0.38
C -1.20426 -0.19296 -0.00483 -3.4 -1.7 0.3 0.37
C -1.07442 -1.67032 -0.44419 -6.4 2.7 -1.9 -0.67
O -1.91737 -0.15220 1.29704 3.5 0.3 -1.5 -0.69
H 0.54928 1.92650 -0.04660 -0.1 0.2 -0.2 0.23
H -1.06053 2.77687 0.02965 0.0 1.3 1.1 0.20
H -0.36779 2.62434 -1.54680 0.7 -0.5 1.9 0.23
H -1.79446 0.76041 -1.66092 0.5 -0.3 -2.4 0.22
H -0.13294 -1.93115 -0.26288 3.6 -1.9 1.4 0.22
H -1.19299 -1.75665 -1.57169 0.2 0.4 1.1 0.22
H -1.99438 -2.18101 -0.02344 1.8 -0.2 0.0 0.23
H -1.82340 0.79201 1.45859 -0.6 0.3 0.7 0.47
O 2.22705 0.23292 -0.93976 -0.9 -0.4 -2.2 -0.95
H 1.60715 -0.10059 -0.27973 -0.1 0.0 -0.3 0.47
H 1.77367 0.06745 -1.84658 1.0 0.4 2.5 0.48
O 2.46286 -1.73097 2.57219 1.7 -2.1 -1.4 -0.92
H 2.33481 -0.82849 2.63457 -1.2 3.1 0.9 0.45
H 3.22455 -1.66223 1.95111 -0.5 -0.9 0.5 0.46
```
Positions in Å, forces in eV/Å.

Calculated values
Energy = -10481.2307 eV
Maximum force = 7.214 eV/A
Energy above the lowest of the compared OMol25 structures with the same formula, charge and spin = 90.1 kcal/mol
E_LUMO = 0.1175 eV
HOMO-LUMO gap = 7.920 eV